Entry 1:
This record from the OMol25 dataset describes a structure of composition C18H32Br4ClF6KN4O5. The level of theory is ωB97M-V with the def2-TZVPD basis set.

lowest unoccupied orbital energy: -2.7063 eV

Positions of all 71 atoms, in Å:
C  5.38559  1.61641  0.29121
C  4.33660  0.49283  0.23878
O  3.03281  1.05945  0.48032
C  2.01041  0.10222  0.62523
N  0.95811  0.22581  -0.43439
C  0.12881  1.24631  -0.41691
N  -0.80734  1.29193  -1.48079
C  -2.04695  1.98022  -1.38247
Br  -2.09426  3.64088  -2.34170
C  -3.18246  1.56538  -0.82164
C  -4.48614  2.33296  -0.78150
Br  -3.27971  -0.16474  -0.05931
N  0.37971  2.24455  0.56571
C  0.56915  3.57845  -0.05393
C  1.91511  4.20605  0.39969
N  1.82063  5.58703  0.89190
C  -0.37384  2.35305  1.80733
O  -0.49799  1.07703  2.41541
C  -1.00932  1.10044  3.69178
F  -0.24785  1.85669  4.51658
F  -2.26310  1.61840  3.74526
F  -1.03825  -0.15883  4.14629
C  0.96499  -0.81827  -1.47050
Br  -0.66724  -1.85017  -1.50186
C  1.38222  -0.22020  -2.87512
C  0.50350  -0.56295  -4.06442
Br  3.20026  -0.81614  -3.26246
H  4.92395  2.51590  0.71164
H  6.21352  1.34474  0.94764
H  5.73195  1.87852  -0.70924
H  4.32674  0.04084  -0.75375
H  4.58589  -0.24924  1.00496
H  2.43496  -0.90138  0.53840
H  1.55400  0.17766  1.60797
H  -0.35441  1.60664  -2.33692
H  -5.11292  1.95840  0.03335
H  -5.04436  2.18866  -1.71309
H  -4.32975  3.39494  -0.59976
H  -0.26140  4.24987  0.19397
H  0.59544  3.42516  -1.13252
H  2.57571  4.22805  -0.46954
H  2.37826  3.55306  1.13957
H  1.38907  6.16521  0.17623
H  1.22435  5.61985  1.71307
H  -1.35803  2.83500  1.69986
H  0.21957  3.00481  2.46402
H  1.71826  -1.55283  -1.19893
H  1.45526  0.86289  -2.73578
H  -0.48249  -0.09415  -4.00132
H  0.42504  -1.63886  -4.22673
H  0.98587  -0.14976  -4.95906
C  -3.48858  -5.51349  1.47039
C  -2.42172  -4.64297  0.81246
O  -1.20326  -5.22545  0.43879
C  -1.17236  -5.94849  -0.85213
O  -1.73799  -5.30642  -1.84056
C  -1.73777  -7.38479  -0.70358
F  -1.39961  -7.96439  0.48173
F  -1.20588  -8.17680  -1.66360
F  -3.07043  -7.48801  -0.81429
H  -3.05621  -6.20440  2.19579
H  -4.21364  -4.83626  1.98657
H  -4.04744  -6.09529  0.73760
H  -2.12649  -3.87586  1.55221
H  -2.85005  -4.10511  -0.04900
H  -0.07093  -6.13599  -0.92336
O  5.14149  5.11527  0.85789
H  4.36643  5.69089  0.85222
H  5.33054  4.99922  1.79435
K  -5.54098  -1.56796  0.12335
Cl  -5.88309  -4.38243  3.28058

Forces on the atoms, in the same order (eV/Å):
C -0.679 0.062 0.095
C 0.671 0.405 -0.129
O -0.732 -0.287 0.059
C 1.105 0.132 0.299
N -0.166 0.548 0.277
C 0.337 -0.619 0.428
N 0.325 1.142 0.613
C 0.008 0.350 0.227
Br 0.028 -0.193 0.067
C -0.165 0.212 -0.051
C 0.061 -0.338 0.266
Br 1.990 1.251 0.078
N -1.301 -0.635 -0.897
C 0.559 -0.123 0.270
C -0.179 0.355 -0.295
N -0.075 -0.509 -0.121
C 0.245 0.394 0.595
O -0.347 0.050 0.276
C -0.133 -0.560 0.485
F -0.342 -0.425 -0.492
F 0.826 -0.334 -0.280
F 0.052 1.225 -0.506
C -0.104 -0.134 -1.048
Br 0.248 -0.657 0.016
C -0.407 -0.173 0.603
C 0.382 0.333 -0.544
Br 0.008 0.119 0.039
H 0.084 -0.100 -0.054
H 0.047 -0.003 -0.278
H 0.153 -0.051 0.165
H 0.040 -0.258 0.134
H -0.346 -0.057 -0.111
H -0.296 0.050 -0.129
H -0.227 0.193 -0.146
H 0.027 -0.713 -0.143
H 0.167 0.061 -0.108
H 0.166 0.129 0.032
H 0.049 -0.021 -0.189
H -0.039 -0.120 -0.116
H -0.139 0.229 0.047
H 0.129 -0.127 0.185
H 0.017 0.134 0.024
H 0.087 0.087 0.177
H 0.079 0.169 -0.020
H 0.002 -0.325 -0.309
H -0.016 -0.082 -0.172
H -0.143 0.217 0.199
H 0.230 -0.115 -0.239
H -0.006 -0.292 0.192
H -0.177 0.107 0.223
H -0.079 -0.036 0.168
C -0.189 0.564 -0.273
C 0.025 0.431 0.525
O 0.095 -0.615 0.043
C -0.065 0.729 -0.486
O 0.148 0.140 0.091
C 0.046 0.008 0.545
F -0.053 -0.001 -0.187
F -0.017 -0.032 -0.077
F 0.053 -0.050 -0.108
H 0.023 0.126 0.048
H 0.716 -0.802 -0.374
H 0.075 -0.009 0.033
H -0.059 -0.060 -0.100
H -0.102 -0.012 -0.219
H -0.083 0.063 -0.032
O -0.136 0.002 0.067
H -0.101 -0.002 -0.010
H 0.103 0.008 -0.008
K -1.889 -2.078 0.695
Cl -0.618 0.921 -0.036

=====

Entry 2:
This record from the OMol25 dataset describes a structure of composition C18H32BrKN4S2. The level of theory is ωB97M-V with the def2-TZVPD basis set.

charge: -2
lowest unoccupied orbital energy: 4.2724 eV

Positions of all 58 atoms, in Å:
K  1.29900  -2.15652  -0.71243
C  3.11940  -4.68972  0.13187
C  3.92670  -3.56332  0.31327
C  3.44060  -2.85792  1.41847
C  2.33850  -3.55462  1.92437
C  2.14030  -4.68832  1.12977
H  3.21890  -5.41752  -0.65493
H  4.77710  -3.29262  -0.29383
H  3.84680  -1.93672  1.80877
H  1.74240  -3.26882  2.77737
H  1.37190  -5.43482  1.26127
C  -4.47590  -0.46902  -3.80143
C  -4.00440  0.90008  -4.26573
C  -3.06640  1.61388  -3.28543
C  -1.67200  1.00118  -3.17123
N  -1.63700  -0.22962  -2.40653
C  -1.59160  -0.53112  -1.10723
S  -1.52010  -2.15652  -0.71243
N  -1.58550  0.34328  -0.09893
C  -1.70000  1.78708  0.01407
C  -3.09830  2.24448  0.43567
C  -3.35450  2.22868  1.94627
C  -3.50750  0.83888  2.54057
H  -5.28120  -0.82712  -4.45133
H  -4.86010  -0.43112  -2.77733
H  -3.67300  -1.20862  -3.84833
H  -4.88960  1.53258  -4.40593
H  -3.52580  0.80958  -5.24763
H  -3.54880  1.67388  -2.30713
H  -2.94690  2.64468  -3.64173
H  -0.95940  1.70648  -2.74073
H  -1.29180  0.76058  -4.17103
H  -1.61970  -1.06952  -2.97383
H  -1.51210  -0.13792  0.78957
H  -1.43640  2.26308  -0.92503
H  -0.95460  2.10808  0.74997
H  -3.87250  1.66098  -0.07483
H  -3.21560  3.28478  0.10577
H  -4.28260  2.78198  2.13657
H  -2.55750  2.76798  2.47127
H  -4.22760  0.24168  1.97257
H  -3.86890  0.91208  3.57167
H  -2.55360  0.30738  2.56967
Br  1.29900  -2.15652  -3.60403
C  3.19780  1.04508  3.85507
N  4.19990  1.05078  2.81617
C  5.41150  1.70948  2.89527
C  6.09310  1.50438  1.76027
N  5.33940  0.71378  0.93107
C  4.12500  0.40158  1.56477
S  2.92590  -0.52962  0.91447
H  3.52850  1.63398  4.71517
H  3.01260  0.01278  4.16617
H  2.26950  1.46528  3.45737
H  5.70250  2.28198  3.76267
H  7.06940  1.86558  1.47667
H  5.59630  0.39458  0.00777
H  1.29900  0.11478  -0.71243

Forces on the atoms, in the same order (eV/Å):
K 0.866 -1.024 0.244
C 0.095 -0.349 -0.308
C 0.373 -0.119 -0.186
C 0.951 -1.081 0.848
C -0.234 0.014 0.466
C -0.356 -0.377 0.022
H 0.000 -0.158 -0.202
H 0.061 0.113 -0.125
H 0.445 -1.558 0.520
H -0.114 0.098 0.130
H -0.175 -0.068 -0.011
C -0.032 -0.266 -0.181
C -0.136 0.146 0.205
C -0.011 0.217 -0.484
C 0.213 0.114 0.483
N -0.419 -0.195 -0.819
C 0.323 0.346 -0.215
S -1.247 -1.047 0.452
N -0.537 0.488 0.819
C -0.013 -0.387 -0.408
C 0.036 0.519 0.308
C -0.301 -0.001 -0.159
C 0.047 -0.092 0.253
H 0.022 -0.016 0.060
H 0.119 -0.057 -0.063
H -0.143 0.055 0.167
H 0.061 0.029 -0.050
H 0.036 0.060 0.072
H 0.065 -0.037 0.060
H 0.025 0.017 0.072
H 0.008 -0.016 -0.090
H 0.000 -0.032 0.195
H 0.423 0.097 0.257
H 0.182 0.034 -0.406
H 0.126 -0.092 0.035
H -0.002 0.030 -0.145
H 0.128 -0.023 0.016
H -0.019 -0.043 -0.063
H 0.065 0.035 0.004
H -0.015 -0.001 -0.118
H 0.149 0.004 0.024
H 0.047 -0.083 -0.051
H -0.144 -0.069 -0.026
Br -0.166 -0.081 -1.145
C 0.012 -0.351 -0.730
N 0.373 0.262 0.079
C 0.331 0.354 0.337
C 0.813 0.388 -0.067
N -0.015 0.007 0.121
C -1.856 -1.192 -1.019
S 0.576 4.397 0.522
H 0.120 -0.050 -0.220
H -0.178 0.045 0.077
H -0.087 -0.094 0.130
H -0.052 -0.051 -0.053
H -0.074 0.001 0.077
H -0.372 0.018 0.396
H -0.391 1.119 -0.109

=====

Entry 3:
This record from the OMol25 dataset describes a structure of composition C18H32MoNPSi. The level of theory is ωB97M-V with the def2-TZVPD basis set.

charge: +2
lowest unoccupied orbital energy (spin up / spin down): -8.9864 / -8.9047 eV
spin multiplicity: 3

Positions of all 54 atoms, in Å:
C  0.43283  3.29790  -3.31803
C  -0.85970  2.94274  -2.95323
C  -1.09713  1.87953  -2.06209
C  -0.03744  1.13988  -1.47925
C  1.26974  1.57074  -1.80657
C  1.48546  2.63346  -2.69792
C  -2.53259  1.52032  -1.84873
C  -2.85685  0.07265  -1.45285
N  -1.93334  -0.97384  -1.95825
Mo  -0.38286  -0.78344  -0.48072
C  2.50805  0.90921  -1.25256
P  2.25923  -0.83570  -0.85300
H  -1.70287  3.46938  -3.39443
H  2.51876  2.89225  -2.93709
H  0.62439  4.05286  -4.08120
H  2.82329  1.37197  -0.30156
H  3.36464  0.95000  -1.94402
H  -2.96176  2.15704  -1.05958
H  -3.13741  1.79307  -2.73128
H  -2.84492  -0.03931  -0.35323
C  3.72286  -1.33648  0.09819
C  2.27348  -1.81501  -2.37479
H  -3.87199  -0.17816  -1.81438
C  -1.38087  -0.81918  -3.32443
C  -2.65500  -2.27504  -1.92229
H  1.38230  -0.50288  0.31111
H  -2.05896  -1.32394  -4.02983
H  -1.29187  0.22960  -3.61190
H  -0.39835  -1.31824  -3.37477
H  -3.02483  -2.48489  -2.93336
H  -1.97932  -3.07927  -1.61484
H  -3.50993  -2.21604  -1.23935
H  3.31150  -2.03865  -2.66858
H  1.74532  -2.76532  -2.22138
H  1.79334  -1.28220  -3.20398
H  4.64378  -1.20522  -0.49307
H  3.78898  -0.73128  1.01565
H  3.62157  -2.39346  0.38475
H  -1.32658  -2.20598  -0.07801
C  1.42029  -0.85950  5.18665
Si  -0.13381  -0.04314  4.53863
C  -1.59990  -0.81364  5.38993
C  -0.01889  1.72275  5.14677
C  -0.36582  -0.26276  2.71236
C  -0.54942  -0.48732  1.48175
H  1.40215  -0.82285  6.28476
H  2.33037  -0.34942  4.84930
H  1.48990  -1.90982  4.88340
H  -1.47942  -0.73654  6.47771
H  -2.53123  -0.31171  5.10547
H  -1.69161  -1.87135  5.12095
H  0.89506  2.22632  4.81175
H  -0.87587  2.33353  4.84234
H  0.00042  1.69121  6.24529

Forces on the atoms, in the same order (eV/Å):
C 0.004 -0.234 0.375
C 0.077 -0.197 0.289
C 0.466 0.410 -0.309
C -0.881 -0.336 -0.917
C 0.070 0.278 -0.508
C 0.296 -0.344 0.110
C -0.991 -0.051 0.031
C -0.412 0.678 -0.286
N -0.085 -0.287 0.005
Mo 1.000 0.537 2.104
C 0.243 -0.162 0.117
P 1.893 1.290 -0.199
H 0.090 -0.145 0.055
H -0.299 0.027 0.014
H -0.086 -0.134 0.326
H -0.033 -0.043 -0.249
H -0.241 0.124 0.163
H 0.186 -0.140 -0.057
H 0.424 -0.194 0.182
H -0.234 -0.040 -0.136
C -0.300 -0.336 0.462
C -0.776 -0.675 -0.348
H 0.352 0.202 0.374
C -0.247 0.106 -0.661
C -0.357 -0.767 -0.335
H -0.660 -0.671 0.230
H 0.401 0.266 0.099
H 0.178 -0.344 0.084
H -0.358 0.183 -0.087
H -0.189 -0.040 0.367
H -0.362 0.151 -0.263
H 0.413 -0.127 0.014
H -0.170 0.186 0.407
H 0.213 0.092 -0.098
H 0.050 0.086 0.315
H -0.470 0.002 0.029
H -0.035 -0.187 -0.309
H 0.135 0.257 -0.052
H 0.376 0.577 -0.421
C 0.241 -0.339 -0.653
Si 0.111 0.262 2.503
C -0.270 -0.242 -0.479
C -0.083 0.398 -0.699
C -0.308 -0.403 -2.831
C 0.796 0.484 1.402
H -0.121 0.052 -0.283
H -0.127 -0.066 0.082
H 0.053 0.084 0.139
H 0.052 0.018 -0.246
H 0.087 -0.088 0.109
H -0.075 0.088 0.147
H -0.148 -0.050 0.064
H 0.133 -0.040 0.101
H -0.021 -0.155 -0.272

=====

Entry 4:
This record from the OMol25 dataset describes a structure of composition C18H32N2O7SSiW. The level of theory is ωB97M-V with the def2-TZVPD basis set.

charge: +2
lowest unoccupied orbital energy (spin up / spin down): -8.6986 / -8.3130 eV
spin multiplicity: 3

Positions of all 62 atoms, in Å:
W  -0.61891  1.39890  -0.54068
C  -1.20512  3.41991  2.77021
C  -1.25513  3.98212  1.39915
N  -1.05380  3.35780  0.24253
C  -1.27473  4.29457  -0.77101
C  -1.59892  5.48734  -0.21944
N  -1.56259  5.26884  1.13999
C  -2.06385  6.76151  -0.87867
O  -1.52608  7.90051  -0.43556
O  -2.91146  6.71061  -1.70722
C  -1.13983  3.82736  -2.15825
O  -1.27529  4.36429  -3.18554
O  -0.79342  2.43432  -2.05238
H  -0.90821  2.37594  2.74943
H  -2.18932  3.49202  3.23603
H  -0.49659  3.97522  3.38541
H  -1.80634  5.94990  1.84775
H  -0.69318  7.78551  0.04112
C  -0.98087  -2.75370  -1.94615
C  -1.66445  -1.45846  -1.57650
C  -2.03543  -0.62941  -2.78386
C  -2.79997  -1.62347  -0.59496
O  -0.57519  -0.60033  -0.84189
Si  0.60012  -1.17081  0.30156
S  0.88129  0.86448  1.08590
O  1.90832  -1.72100  -0.38156
C  2.99407  -1.26378  -1.27108
C  4.07952  -0.68275  -0.38549
C  3.46460  -2.50843  -1.99781
C  2.43553  -0.23159  -2.23661
O  -0.17669  -2.13756  1.27495
C  0.18326  -2.92091  2.48734
C  1.69148  -2.90676  2.65473
C  -0.34553  -4.31865  2.23962
C  -0.52138  -2.23866  3.64315
H  -1.69231  -3.36759  -2.49922
H  -0.67763  -3.31680  -1.06305
H  -0.11698  -2.57725  -2.58681
H  -2.74898  -1.18941  -3.38831
H  -1.16733  -0.41171  -3.40730
H  -2.53419  0.30421  -2.50353
H  -3.59591  -2.19088  -1.07848
H  -3.21895  -0.65546  -0.30726
H  -2.48073  -2.16141  0.29489
H  4.41964  -1.42454  0.33618
H  3.72122  0.19707  0.15292
H  4.93205  -0.38211  -0.99409
H  3.80353  -3.25882  -1.28489
H  4.29593  -2.25973  -2.65698
H  2.66253  -2.93468  -2.60105
H  2.11592  0.66641  -1.69690
H  1.60194  -0.64130  -2.81048
H  3.20821  0.07141  -2.94234
H  2.18740  -3.36569  1.79959
H  1.96554  -3.46706  3.54794
H  2.06457  -1.88569  2.78259
H  0.14513  -4.77232  1.37801
H  -1.42227  -4.30048  2.07046
H  -0.14927  -4.94395  3.11025
H  -0.14893  -1.22106  3.77722
H  -0.33874  -2.79006  4.56489
H  -1.59728  -2.20596  3.47156

Forces on the atoms, in the same order (eV/Å):
W -0.060 -0.218 0.190
C -0.012 -0.006 -0.003
C 0.010 0.020 0.039
N -0.058 0.041 0.030
C 0.010 -0.026 -0.005
C 0.028 0.016 0.058
N -0.019 -0.011 -0.057
C -0.022 0.028 -0.031
O 0.002 0.009 0.017
O 0.011 -0.011 0.013
C 0.073 -0.099 0.116
O 0.027 0.041 -0.009
O 0.027 0.124 -0.233
H 0.004 0.002 -0.006
H 0.004 0.005 0.005
H 0.009 -0.007 -0.002
H -0.008 0.000 -0.001
H -0.003 -0.008 -0.006
C 0.016 0.019 0.021
C -0.065 -0.056 -0.061
C 0.017 0.002 0.013
C 0.014 0.005 0.006
O 0.059 -0.014 0.097
Si 0.111 0.003 -0.016
S -0.073 0.161 -0.107
O -0.048 0.000 -0.054
C 0.006 -0.026 0.003
C -0.013 0.001 0.005
C -0.013 0.001 0.007
C 0.017 -0.047 0.009
O -0.072 0.017 0.021
C 0.038 -0.027 0.017
C -0.015 0.009 -0.024
C 0.000 0.004 -0.007
C -0.012 0.012 -0.029
H -0.004 0.001 -0.004
H 0.002 -0.001 0.003
H -0.002 -0.010 -0.002
H -0.006 -0.001 0.002
H -0.005 0.000 -0.003
H -0.002 0.000 0.002
H 0.002 -0.004 -0.005
H -0.001 -0.004 0.002
H -0.004 0.001 0.003
H 0.002 -0.001 0.000
H 0.008 0.003 0.000
H 0.001 0.002 -0.002
H 0.002 0.000 -0.002
H 0.000 0.002 -0.002
H 0.002 0.001 -0.001
H 0.007 0.031 -0.049
H -0.002 0.006 -0.001
H 0.000 0.020 0.009
H 0.005 -0.003 0.003
H -0.005 0.001 0.005
H 0.006 -0.001 0.005
H 0.003 0.000 0.001
H -0.001 -0.001 0.002
H -0.001 -0.005 -0.001
H 0.000 -0.002 0.011
H 0.004 -0.002 0.004
H -0.001 0.000 0.006

=====

Let's list energy in order: -360699.382 -133180.708 -39676.355 -57027.005 eV.